# 1
DFT (the ωB97M-V functional and the def2-TZVPD basis) results for a molecular structure, C4H5O2Pb.

Positions of all 12 atoms, in Å:
H (1.18, -1.59, 0.61)
O (0.97, 2.52, -0.69)
C (0.49, 1.42, -0.06)
C (0.29, 0.27, -0.74)
C (-0.87, -0.53, -0.26)
C (-0.77, -1.49, 0.70)
O (0.44, -1.77, 1.27)
Pb (-2.18, -3.19, 0.97)
H (1.31, 3.16, -0.06)
H (0.33, 1.53, 1.01)
H (0.52, 0.26, -1.81)
H (-1.72, -0.59, -0.94)

The calculation puts the HOMO energy at -12.13 eV. Its spin multiplicity is 1. The energy relative to the best compared isomer or geometry (same formula, charge and spin) comes out at 0.0 kcal per mole. The calculation puts the total energy at -13561.21038 eV. As for the total charge: +1.

---

# 2
DFT (the ωB97M-V functional and the def2-TZVPD basis) results for a single C4H9NO3 molecule.

Positions of all 17 atoms, in Å:
C (-0.75, -2.49, 0.34)
C (-0.83, 1.83, -0.79)
C (0.18, 0.76, -1.10)
O (-1.08, -1.12, 0.42)
O (0.43, 0.36, -2.21)
H (-0.53, -2.90, 1.33)
H (0.09, -2.67, -0.33)
H (-1.65, -2.95, -0.06)
H (-1.43, 2.04, -1.67)
H (-1.46, 1.51, 0.04)
H (-0.29, 2.73, -0.49)
N (1.66, 1.16, 0.80)
C (0.90, 0.16, 0.12)
O (-0.05, -0.37, 1.05)
H (1.04, 1.84, 1.23)
H (2.22, 0.74, 1.54)
H (1.58, -0.63, -0.23)

The calculation puts the HOMO energy at -9.55 eV. Its spin multiplicity is 1. The energy relative to the best compared isomer or geometry (same formula, charge and spin) comes out at 94.7 kcal per mole. The calculation puts the total energy at -11923.43283 eV.

---

# 3
DFT (the ωB97M-V functional and the def2-TZVPD basis) results for a molecular structure, C8H23BBrIO4SSi2.

Positions of all 41 atoms, in Å:
C (2.47, -2.03, -0.57)
B (2.27, -0.62, -1.24)
O (3.37, 0.01, -1.75)
Si (0.44, 0.28, -1.37)
I (-1.08, -1.22, -0.10)
C (0.30, 1.94, -0.49)
C (1.36, 3.01, -0.75)
C (2.56, 2.93, 0.17)
Br (1.96, 3.09, -2.61)
O (0.02, 0.31, -2.97)
Si (-1.31, 1.11, -3.59)
C (-2.96, 0.46, -3.00)
C (-3.57, 1.22, -1.83)
O (-4.17, 2.41, -2.33)
H (3.38, -2.49, -0.96)
H (1.64, -2.71, -0.73)
H (2.62, -1.88, 0.51)
H (4.11, -0.12, -1.15)
H (-0.68, 2.39, -0.64)
H (0.36, 1.69, 0.57)
H (0.89, 3.97, -0.60)
H (2.25, 2.83, 1.20)
H (3.14, 3.85, 0.07)
H (3.23, 2.11, -0.09)
H (-1.21, 2.56, -3.33)
H (-1.23, 0.92, -5.06)
H (-2.93, -0.60, -2.77)
H (-3.66, 0.59, -3.83)
H (-4.32, 0.59, -1.35)
H (-2.83, 1.45, -1.06)
H (-4.08, 3.09, -1.66)
C (0.04, -4.23, 3.62)
S (-0.07, -2.44, 3.55)
O (1.32, -1.92, 3.67)
C (-0.84, -2.24, 5.17)
H (0.54, -4.57, 2.71)
H (0.62, -4.53, 4.49)
H (-0.97, -4.66, 3.66)
H (-0.20, -2.68, 5.93)
H (-1.82, -2.72, 5.16)
H (-0.95, -1.18, 5.35)

The calculation puts the HOMO energy at -9.00 eV. Its spin multiplicity is 1. The calculation puts the total energy at -122272.91396 eV.

---

# 4
DFT (the ωB97M-V functional and the def2-TZVPD basis) results for a single C21H25N5O5 molecule.

Positions of all 56 atoms, in Å:
C (-5.74, -3.17, -0.88)
C (-4.43, -2.42, -1.05)
H (-3.60, -3.00, -0.63)
H (-4.23, -2.25, -2.12)
O (-4.55, -1.18, -0.38)
C (-3.51, -0.30, -0.38)
C (-2.31, -0.55, -1.03)
C (-1.28, 0.37, -1.03)
C (-1.43, 1.58, -0.36)
C (-2.63, 1.84, 0.30)
C (-3.67, 0.93, 0.31)
O (-4.77, 1.35, 0.99)
C (-5.87, 0.50, 1.26)
C (-6.81, 1.28, 2.16)
H (-6.31, 1.55, 3.08)
H (-7.68, 0.67, 2.40)
H (-7.14, 2.19, 1.66)
H (-5.53, -0.41, 1.76)
H (-6.38, 0.23, 0.33)
H (-2.76, 2.77, 0.82)
C (-0.36, 2.54, -0.33)
N (0.82, 2.38, -0.92)
N (1.47, 3.48, -0.58)
N (0.75, 4.28, 0.16)
N (-0.39, 3.72, 0.33)
C (2.82, 3.74, -0.96)
H (2.90, 3.79, -2.05)
H (3.11, 4.70, -0.53)
C (3.82, 2.66, -0.47)
O (4.92, 2.97, -0.09)
N (3.32, 1.41, -0.59)
C (3.88, 0.19, -0.20)
C (3.03, -0.92, -0.25)
C (3.52, -2.17, 0.12)
C (4.85, -2.29, 0.52)
C (5.68, -1.18, 0.56)
C (5.20, 0.07, 0.20)
H (5.82, 0.95, 0.23)
O (6.96, -1.42, 0.97)
C (7.85, -0.33, 1.05)
H (8.00, 0.13, 0.07)
H (7.50, 0.43, 1.75)
H (8.79, -0.75, 1.41)
H (5.23, -3.26, 0.80)
O (2.79, -3.31, 0.11)
C (1.44, -3.24, -0.28)
H (0.86, -2.58, 0.37)
H (1.34, -2.91, -1.32)
H (1.06, -4.26, -0.19)
H (2.01, -0.78, -0.56)
H (2.35, 1.35, -0.90)
H (-0.36, 0.15, -1.55)
H (-2.17, -1.48, -1.55)
H (-6.56, -2.59, -1.30)
H (-5.94, -3.33, 0.18)
H (-5.68, -4.13, -1.38)

The calculation puts the HOMO energy at -8.25 eV. Its spin multiplicity is 1. The energy relative to the best compared isomer or geometry (same formula, charge and spin) comes out at 4.9 kcal per mole. The calculation puts the total energy at -39869.08637 eV.

---

# 5
DFT (the ωB97M-V functional and the def2-TZVPD basis) results for a single C17H21ClN2O9S2 molecule.

Positions of all 52 atoms, in Å:
C (1.25, 3.20, 2.61)
S (-0.34, 2.38, 2.63)
O (-0.61, 2.03, 3.99)
O (-1.31, 3.27, 2.04)
C (-0.22, 0.86, 1.70)
C (-0.65, -0.26, 2.41)
C (-0.58, -1.47, 1.75)
C (-0.09, -1.60, 0.47)
C (0.36, -0.49, -0.25)
C (0.92, -0.67, -1.63)
C (2.24, -1.46, -1.65)
O (2.49, -1.94, -2.96)
C (3.40, -0.63, -1.20)
N (3.81, 0.40, -2.18)
C (0.26, 0.77, 0.38)
C (0.63, 2.01, -0.39)
C (-0.39, 2.25, -1.55)
C (-1.33, 3.44, -1.28)
S (-3.02, 2.92, -1.26)
O (-3.86, 4.07, -1.24)
O (-3.23, 1.97, -2.31)
O (-3.12, 2.12, 0.10)
C (-0.20, -3.04, 0.08)
O (0.17, -3.62, -0.90)
N (-0.83, -3.65, 1.15)
C (-1.38, -4.99, 1.09)
C (-2.46, -5.07, 0.03)
O (-2.31, -5.56, -1.02)
Cl (-4.02, -4.35, 0.46)
C (-1.00, -2.82, 2.25)
O (-1.37, -3.15, 3.34)
H (1.14, 4.08, 1.98)
H (2.00, 2.57, 2.16)
H (1.49, 3.50, 3.62)
H (-1.01, -0.20, 3.42)
H (1.12, 0.27, -2.13)
H (0.17, -1.19, -2.23)
H (2.17, -2.32, -0.98)
H (1.71, -2.45, -3.21)
H (3.18, -0.17, -0.23)
H (4.25, -1.29, -1.05)
H (3.05, 0.66, -2.78)
H (4.12, 1.22, -1.68)
H (1.62, 1.89, -0.82)
H (0.60, 2.88, 0.24)
H (0.11, 2.35, -2.51)
H (-1.01, 1.37, -1.63)
H (-1.06, 3.96, -0.37)
H (-1.26, 4.15, -2.10)
H (-3.24, 2.78, 0.80)
H (-0.62, -5.68, 0.77)
H (-1.77, -5.28, 2.06)

The calculation puts the HOMO energy at -9.75 eV. Its spin multiplicity is 1. The calculation puts the total energy at -73570.35008 eV.

---

# 6
DFT (the ωB97M-V functional and the def2-TZVPD basis) results for 3 unconnected molecules or ions with the total composition C4H12NO2.

Positions of all 19 atoms, in Å:
C (1.83, 1.63, 2.35)
C (0.92, 0.96, 1.40)
C (0.54, 1.56, 0.28)
N (-0.21, 0.88, -0.72)
C (-0.23, 1.19, -1.95)
H (1.30, 1.91, 3.27)
H (2.69, 1.01, 2.65)
H (2.21, 2.59, 1.99)
H (0.55, -0.02, 1.66)
H (0.89, 2.54, -0.02)
H (-0.65, 0.01, -0.43)
H (-0.83, 0.58, -2.61)
H (0.33, 2.06, -2.29)
H (-2.07, -3.23, -2.57)
H (-0.73, -3.68, -2.00)
O (-1.26, -2.89, -2.17)
H (-1.51, -2.41, -0.36)
H (-2.21, -2.63, 0.96)
O (-1.55, -2.07, 0.56)

The calculation puts the HOMO energy at -14.12 eV. Its spin multiplicity is 1. The energy relative to the best compared isomer or geometry (same formula, charge and spin) comes out at 41.2 kcal per mole. The calculation puts the total energy at -9920.44353 eV. As for the total charge: +1.

---

Copy entry 5 word for word.
DFT (the ωB97M-V functional and the def2-TZVPD basis) results for a single C17H21ClN2O9S2 molecule.

Positions of all 52 atoms, in Å:
C (1.25, 3.20, 2.61)
S (-0.34, 2.38, 2.63)
O (-0.61, 2.03, 3.99)
O (-1.31, 3.27, 2.04)
C (-0.22, 0.86, 1.70)
C (-0.65, -0.26, 2.41)
C (-0.58, -1.47, 1.75)
C (-0.09, -1.60, 0.47)
C (0.36, -0.49, -0.25)
C (0.92, -0.67, -1.63)
C (2.24, -1.46, -1.65)
O (2.49, -1.94, -2.96)
C (3.40, -0.63, -1.20)
N (3.81, 0.40, -2.18)
C (0.26, 0.77, 0.38)
C (0.63, 2.01, -0.39)
C (-0.39, 2.25, -1.55)
C (-1.33, 3.44, -1.28)
S (-3.02, 2.92, -1.26)
O (-3.86, 4.07, -1.24)
O (-3.23, 1.97, -2.31)
O (-3.12, 2.12, 0.10)
C (-0.20, -3.04, 0.08)
O (0.17, -3.62, -0.90)
N (-0.83, -3.65, 1.15)
C (-1.38, -4.99, 1.09)
C (-2.46, -5.07, 0.03)
O (-2.31, -5.56, -1.02)
Cl (-4.02, -4.35, 0.46)
C (-1.00, -2.82, 2.25)
O (-1.37, -3.15, 3.34)
H (1.14, 4.08, 1.98)
H (2.00, 2.57, 2.16)
H (1.49, 3.50, 3.62)
H (-1.01, -0.20, 3.42)
H (1.12, 0.27, -2.13)
H (0.17, -1.19, -2.23)
H (2.17, -2.32, -0.98)
H (1.71, -2.45, -3.21)
H (3.18, -0.17, -0.23)
H (4.25, -1.29, -1.05)
H (3.05, 0.66, -2.78)
H (4.12, 1.22, -1.68)
H (1.62, 1.89, -0.82)
H (0.60, 2.88, 0.24)
H (0.11, 2.35, -2.51)
H (-1.01, 1.37, -1.63)
H (-1.06, 3.96, -0.37)
H (-1.26, 4.15, -2.10)
H (-3.24, 2.78, 0.80)
H (-0.62, -5.68, 0.77)
H (-1.77, -5.28, 2.06)

The calculation puts the HOMO energy at -9.75 eV. Its spin multiplicity is 1. The calculation puts the total energy at -73570.35008 eV.

---

Q: What is the total energy in the second record?
A: -11923.43283 eV

---

Q: What is the formula in the third record?
A: C8H23BBrIO4SSi2